24
Properties=species:S:1:pos:R:3:forces:R:3:lowdin_charge:R:1 method="wB97M-V/def2-TZVPD" e_lumo_ev=0.607 relative_energy_kcal_mol=44.3 homo_lumo_gap_ev=9.64 smiles="CNC(C)=O.CNC(C)=O" e_tot_ev=-13523.704 total_charge=0 e_homo_ev=-9.0
C 1.63848 -2.96869 -0.28334 -0.81 1.69 -1.06 0.00
C 2.21771 -0.09963 2.16367 -0.37 2.14 -0.41 -0.10
C 1.54653 -1.57674 0.40389 -0.55 -0.82 0.65 -0.52
O 0.88269 -0.66012 -0.05658 0.11 -0.33 -0.58 0.01
N 2.18709 -1.41170 1.60427 -0.18 -0.82 -0.40 -0.01
H 2.71119 -3.24712 -0.30071 -0.80 -0.23 -0.41 0.08
H 2.72540 -2.16378 2.02575 -0.26 0.37 -0.37 0.14
H 1.44069 0.51750 1.65479 0.50 -0.71 0.14 0.07
H 0.98651 -3.73334 0.15728 0.46 0.25 0.39 0.07
H 1.12866 -2.74699 -1.29311 1.43 -0.61 1.22 0.11
H 1.88460 -0.00412 3.21475 0.96 -0.44 -0.30 0.09
H 3.16355 0.41921 1.85063 -0.57 -0.37 1.07 0.10
C -2.24691 0.35424 -2.38310 0.16 -0.82 -2.88 -0.11
C -1.50523 2.51774 0.71077 1.39 1.89 -2.68 0.00
C -2.07880 2.04243 -0.66161 -2.81 -0.31 0.11 -0.48
O -3.22716 2.41878 -1.00585 2.43 -0.32 0.82 -0.03
N -1.43242 1.08807 -1.43409 -3.95 2.42 0.13 -0.01
H -0.62197 0.66742 -1.17260 2.74 -1.29 1.25 0.04
H -1.64232 0.45301 -3.43310 -1.50 -1.02 2.31 0.12
H -0.44247 2.15993 0.71213 -0.85 0.43 0.67 0.06
H -2.41463 -0.75318 -2.00668 0.46 2.13 -1.08 0.11
H -3.26921 0.82299 -2.64862 1.89 -0.56 1.10 0.09
H -1.52802 3.69824 0.62313 0.15 -2.42 0.45 0.12
H -2.10397 2.20585 1.55834 -0.02 -0.22 -0.15 0.07


65
Properties=species:S:1:pos:R:3:forces:R:3:lowdin_charge:R:1 method="wB97M-V/def2-TZVPD" e_lumo_ev=-0.256 relative_energy_kcal_mol=51.4 homo_lumo_gap_ev=7.88 smiles="O=C1OC[C@@H](PP(=O)(O)O)O1.COCCNCCOC.COCCNCCOC" e_tot_ev=-58165.560 total_charge=0 e_homo_ev=-8.1
O -1.77190 9.18560 -4.71124 -2.84 -9.47 -3.15 0.02
C -2.15124 7.95032 -5.14381 1.54 4.87 1.00 -0.21
O -2.67277 7.66834 -6.52279 1.16 -0.57 3.53 -0.07
C -2.65734 6.17320 -6.61119 1.43 -0.14 0.78 -0.12
C -3.13602 5.87366 -5.06927 -0.08 1.70 -1.85 -0.50
P -3.51272 4.08047 -4.53561 -0.83 0.09 -0.04 0.83
P -1.85546 3.13562 -3.48051 3.17 -0.88 5.39 0.51
O -1.69191 3.63406 -1.96822 -0.75 -1.23 -6.16 -0.40
O -0.34779 3.23955 -4.36751 -3.05 -2.09 1.06 -0.25
O -2.28039 1.41588 -3.34562 -1.31 3.32 -1.35 -0.27
O -2.11419 6.66646 -4.36859 -0.89 2.79 -2.19 -0.07
H -3.20803 5.66304 -7.50960 0.50 1.66 1.87 0.15
H -1.49230 5.97487 -6.76366 -2.56 -0.30 0.62 0.16
H -4.12070 6.51345 -4.85984 1.65 -1.87 -0.74 0.15
H -3.64059 3.31047 -5.77772 0.75 0.83 0.66 -0.05
H -0.17664 2.32384 -4.73628 -0.11 1.33 0.49 0.08
H -3.30162 1.38860 -3.34133 2.23 -0.03 0.11 0.08
C 0.41942 4.26890 0.80810 -0.15 0.17 0.20 -0.11
O -0.49240 3.85261 1.81780 0.09 -0.14 -0.40 -0.20
C -1.35243 2.78968 1.39485 -0.05 -0.34 0.47 -0.20
C -1.01708 1.49470 2.15362 0.41 0.44 -0.54 -0.20
N 0.27881 0.94819 1.72817 -0.24 0.08 0.27 -0.05
C 0.76706 -0.13266 2.59009 0.07 0.38 0.05 -0.20
C 1.10020 0.22702 4.05232 0.34 -0.42 -0.27 -0.21
O 2.22143 1.10275 4.19239 -0.57 -0.03 0.09 -0.18
C 1.90676 2.48428 4.08328 0.43 -0.10 0.06 -0.10
H 0.93050 5.16899 1.15975 -0.11 -0.12 0.09 0.09
H 1.17143 3.49822 0.62307 0.06 -0.04 -0.20 0.08
H -0.10608 4.50988 -0.12027 0.07 -0.11 -0.01 0.07
H -1.32159 2.63744 0.30847 0.17 0.06 0.18 0.10
H -2.37262 3.08954 1.65572 0.02 -0.04 -0.02 0.12
H -1.80038 0.75290 1.96362 0.07 0.00 0.00 0.12
H -1.01459 1.72896 3.22163 -0.22 0.06 0.14 0.10
H 0.96725 1.69564 1.73299 -0.19 -0.11 -0.04 0.07
H 1.68216 -0.51159 2.12043 -0.11 0.04 0.15 0.10
H 0.04300 -0.95539 2.57639 0.10 0.16 0.05 0.11
H 1.38981 -0.70390 4.55390 0.03 0.08 -0.05 0.12
H 0.23360 0.60533 4.60482 0.01 0.19 -0.10 0.11
H 0.90281 2.71664 4.45061 0.01 -0.06 -0.14 0.09
H 2.02449 2.81429 3.04953 -0.21 0.19 0.00 0.07
H 2.62955 3.04277 4.68532 -0.05 -0.13 -0.01 0.09
C -0.31468 -7.46949 -0.25005 0.01 -0.04 0.40 -0.11
O 0.62044 -7.54340 0.81967 0.00 0.00 -0.58 -0.20
C 1.98144 -7.47562 0.38212 0.27 0.31 0.57 -0.21
C 2.62754 -6.15818 0.84262 -0.56 -0.14 -0.54 -0.20
N 2.07534 -5.00967 0.11118 0.17 -0.22 0.30 -0.06
C 2.46176 -3.71517 0.68081 -0.45 -0.01 0.00 -0.19
C 1.95641 -3.39044 2.10125 0.10 0.45 -0.31 -0.21
O 0.53960 -3.22037 2.18722 0.47 -0.52 0.15 -0.20
C -0.18843 -4.42738 2.36786 -0.23 0.36 -0.01 -0.09
H -1.31037 -7.67393 0.15223 0.18 0.01 0.05 0.09
H -0.32186 -6.46964 -0.69044 -0.02 -0.01 -0.21 0.08
H -0.09213 -8.21544 -1.01825 0.00 0.07 -0.05 0.09
H 2.07643 -7.61120 -0.70275 -0.15 0.16 0.11 0.12
H 2.50721 -8.30620 0.86427 0.00 0.05 -0.03 0.12
H 3.70834 -6.20804 0.67141 -0.07 0.04 0.00 0.12
H 2.45192 -6.06231 1.91757 0.11 -0.19 0.16 0.10
H 1.06111 -5.07215 0.12032 0.22 0.00 -0.01 0.07
H 2.06883 -2.95004 0.00128 0.07 0.02 0.17 0.12
H 3.55390 -3.62584 0.65668 -0.06 -0.08 0.08 0.12
H 2.38633 -2.42149 2.38121 -0.07 -0.16 -0.04 0.10
H 2.31387 -4.10259 2.85253 -0.15 -0.15 -0.06 0.11
H 0.37118 -5.17391 2.93914 0.03 0.02 -0.14 0.09
H -0.49053 -4.83056 1.39957 0.01 -0.27 0.05 0.07
H -1.10318 -4.18957 2.91875 0.13 0.05 -0.02 0.09


86
Properties=species:S:1:pos:R:3:forces:R:3:mulliken_spin:R:1 method="wB97M-V/def2-TZVPD" s2=8.770 multiplicity=6 e_lumo_ev="-2.922 / -5.397" relative_energy_kcal_mol=0.0 homo_lumo_gap_ev="7.33 / 5.43" e_tot_ev=-95542.149 total_charge=+1 e_homo_ev="-10.3 / -10.8"
Fe 0.08308 0.97684 -0.23554 -1.14 2.23 1.15 4.00
C 0.42729 2.42161 1.45301 -1.44 0.03 0.26 0.01
C -0.05606 3.08245 0.25482 -0.42 -0.48 0.84 0.27
C -1.77371 1.77152 1.10762 0.21 1.20 -1.27 0.21
C -0.64558 1.62126 1.96979 1.47 0.92 -0.17 0.05
C -1.41381 2.65057 0.03635 -0.29 -0.07 1.35 0.17
C 1.65982 2.71662 2.22444 0.55 0.14 0.24 0.03
H 2.45879 3.14836 1.60954 -0.17 -0.10 0.14 0.00
H 2.04812 1.81742 2.72535 -0.06 0.30 -0.16 0.00
H 1.42500 3.44334 3.01938 0.11 -0.18 -0.23 0.00
C -0.67268 0.91946 3.25870 0.15 -0.38 0.49 -0.02
H 0.25484 1.02306 3.83427 -0.18 0.12 -0.20 0.01
H -0.87947 -0.16111 3.10188 -0.11 0.45 0.15 0.01
H -1.49132 1.33940 3.85853 0.07 -0.16 -0.01 0.01
C -3.12595 1.32338 1.46463 -0.57 -0.65 0.03 0.00
H -3.44086 1.91631 2.33649 -0.04 -0.25 -0.06 0.01
H -3.09686 0.25802 1.75705 -0.23 0.44 0.02 0.01
H -3.88442 1.47812 0.68111 0.39 -0.07 0.26 0.00
C -2.39869 3.24172 -0.90873 -0.23 0.07 -0.25 0.02
H -2.93440 4.05660 -0.39817 0.15 -0.10 -0.22 0.00
H -3.17001 2.51454 -1.20623 0.31 0.23 -0.04 0.01
H -1.90998 3.65455 -1.79772 -0.23 -0.07 0.09 -0.01
C 0.58185 4.24364 -0.39897 0.36 0.39 -0.42 0.01
H 0.24261 5.16120 0.10409 0.07 -0.15 -0.15 0.02
H 0.30787 4.32776 -1.46072 0.17 0.02 0.31 0.00
H 1.67327 4.21256 -0.30077 -0.20 0.05 -0.14 0.00
C 4.33265 -1.90186 -1.93150 0.95 0.30 0.24 0.01
C 5.10136 -0.79500 -1.94236 0.22 -1.11 0.36 0.00
C 5.59260 -0.09624 -3.16514 0.25 0.21 -0.55 0.00
C 4.62286 -0.11731 -4.38766 0.75 -0.20 0.19 0.00
C 3.15291 -0.06561 -4.09303 -0.41 -0.19 -0.21 0.00
C 2.36599 -1.15208 -4.01742 0.49 0.36 -0.74 0.00
C 2.89097 -2.56924 -3.99852 -0.01 -0.43 -0.04 0.00
C 4.16365 -2.80015 -3.11734 -0.47 -0.03 -0.74 0.00
H 6.55367 -0.54122 -3.48863 -0.28 0.22 0.10 0.00
H 4.83180 -1.03979 -4.94807 -0.09 0.46 -0.09 0.00
H 5.82994 0.94873 -2.90490 -0.11 -0.33 -0.02 0.00
H 5.03704 -2.66485 -3.76949 -0.16 -0.30 0.32 0.00
H 3.91072 -2.30455 -1.01091 0.54 0.19 0.16 0.00
H 5.57094 -0.42796 -1.01979 -0.72 0.02 -0.11 0.00
H 4.14323 -3.85178 -2.76439 0.16 0.59 -0.24 0.00
H 2.09160 -3.25092 -3.65608 0.22 0.32 -0.14 0.00
H 1.27958 -1.07826 -4.09641 0.16 0.31 0.35 0.00
H 3.13839 -2.90091 -5.02551 -0.19 0.14 0.36 0.00
H 4.89197 0.75061 -5.01972 -0.18 -0.55 0.14 0.00
H 2.75102 0.94788 -4.07144 -0.35 -0.25 -0.04 0.00
P 1.63940 -0.48106 0.17506 0.22 -1.49 0.86 -0.03
P -1.09304 -0.30158 -1.59990 -1.00 -1.38 -0.52 0.04
C 1.33603 -1.74159 -1.12691 0.41 -0.11 -0.35 0.06
C -0.15465 -1.90076 -1.53645 0.03 0.07 -0.15 0.02
H 1.74428 -2.70445 -0.77456 -0.24 0.31 -0.18 0.01
H 1.94281 -1.41728 -1.98366 -0.28 -0.16 0.31 -0.02
H -0.25364 -2.38901 -2.52269 0.22 -0.01 0.41 0.00
H -0.68032 -2.52979 -0.78774 0.05 0.40 -0.30 0.01
C -2.76190 -0.78571 -1.16891 -0.44 -0.15 0.05 0.02
H -3.39105 0.10469 -1.04956 0.10 -0.29 -0.08 0.00
H -2.74665 -1.37039 -0.23516 0.00 0.12 -0.26 -0.01
H -3.15059 -1.41535 -1.97612 -0.14 0.05 0.16 0.01
C -1.19651 0.53473 -3.20314 0.14 -0.38 -0.44 0.01
H -1.36778 -0.19574 -4.00225 -0.01 0.29 -0.05 0.01
H -0.27298 1.09619 -3.39004 -0.20 -0.16 -0.14 -0.02
H -2.03721 1.24123 -3.15376 0.23 -0.22 -0.01 0.00
C 1.72755 -1.33091 1.73908 0.33 -0.27 0.29 0.00
H 2.02272 -0.60783 2.50993 -0.04 -0.28 -0.07 0.01
H 2.47722 -2.12725 1.64234 -0.14 0.10 0.33 0.00
H 0.72190 -1.73771 1.97195 0.37 0.09 -0.13 0.00
C 3.00162 0.67178 -0.04579 0.77 -0.01 -0.26 0.00
H 2.69235 1.56110 -0.61535 0.03 -0.19 0.10 0.01
H 3.79589 0.18612 -0.59870 0.17 0.22 0.04 0.03
H 3.36987 1.00160 0.93174 -0.15 -0.15 -0.17 0.01
O -2.51888 -3.33490 1.28395 0.46 1.74 1.22 0.00
C -2.29799 -2.42932 2.14066 0.17 -0.92 -1.26 0.00
O -1.24953 -1.68625 2.23099 -0.91 -0.93 -0.47 0.01
C -3.41548 -2.07030 3.11387 -0.71 0.09 0.46 0.00
C -4.76263 -2.06630 2.67901 0.47 -0.04 0.06 0.00
C -5.75328 -1.44355 3.43359 0.50 0.22 0.62 0.00
C -5.40286 -0.88806 4.68142 1.44 -0.60 -1.33 0.00
C -4.11010 -1.05911 5.22257 -0.63 0.11 -0.50 0.00
C -3.12806 -1.63430 4.42368 -0.07 -0.14 -0.28 0.00
N -6.25215 0.11736 5.22789 -2.22 2.00 1.82 0.00
O -7.32841 0.38021 4.64439 2.04 -0.56 0.98 0.00
O -5.88083 0.71933 6.26542 -0.58 -1.23 -2.04 0.00
H -5.01788 -2.50770 1.71069 0.23 0.20 0.33 0.00
H -6.76523 -1.31634 3.06257 0.20 -0.03 0.05 0.00
H -3.89411 -0.66746 6.21189 -0.01 -0.04 -0.22 0.00
H -2.10951 -1.72301 4.80611 -0.28 0.08 -0.18 0.00